1.
89
Properties=species:S:1:pos:R:3:forces:R:3 method="wB97M-V/def2-TZVPD" total_energy_ha=-2240.44559 multiplicity=1 homo_lumo_gap_ev=7.58 de_lowest_kcal_mol=44.4 total_charge=-1 homo_energy_ev=-5.8
Cl -1.773336 -0.186373 -0.813033 -0.1 0.1 0.0
O -1.321704 0.218166 -2.122286 0.0 -0.1 -0.5
O -1.523528 0.876817 0.108570 0.3 0.8 0.7
O -3.190383 -0.446891 -0.821599 -0.2 -0.3 -0.3
O -1.044204 -1.354978 -0.395799 0.1 -0.5 0.0
C 3.957890 1.458465 6.378440 0.6 0.9 -0.2
C 3.627191 1.063232 4.929119 -0.4 -0.6 1.5
C 3.158639 -0.414597 4.903154 -1.3 0.6 -0.7
C 1.818854 -0.534655 5.548046 -2.7 -0.3 1.2
N 0.728689 -0.599138 5.997045 3.6 0.2 -1.3
H 4.768997 0.843750 6.768730 -0.1 -0.1 0.2
H 3.138591 1.509939 7.095518 -0.4 -0.8 -0.3
H 4.289124 2.496121 6.419096 0.4 0.1 -0.2
H 4.479830 1.189689 4.261949 0.0 0.0 0.1
H 2.810676 1.705702 4.599523 0.0 -0.2 -0.3
H 3.852247 -1.157461 5.297068 0.1 0.3 0.2
H 2.962374 -0.668477 3.861461 0.1 -0.3 -0.1
C -8.649993 5.748559 4.120665 -0.2 0.2 -0.7
C -7.945963 5.399852 2.788753 0.1 -0.8 0.5
C -6.462440 5.075599 2.997651 0.1 -1.2 0.1
C -6.160492 3.844116 3.808830 0.6 -2.0 2.1
N -5.874384 2.927299 4.500602 -1.1 3.1 -2.4
H -8.842300 4.871989 4.739333 0.2 -0.2 -0.2
H -9.621917 6.205855 3.935378 0.0 0.1 0.0
H -8.064779 6.443939 4.722408 0.1 0.1 -0.1
H -7.978306 6.119117 1.970400 -0.2 0.7 0.5
H -8.417204 4.541634 2.309676 -0.1 -0.3 0.3
H -5.959832 5.910548 3.485865 0.1 0.0 -0.1
H -6.030246 4.871881 2.017957 0.3 0.3 0.0
C -4.920050 -7.672410 1.995834 -0.8 0.1 -0.1
C -6.420928 -7.265103 1.914084 0.5 -0.2 0.1
C -6.610150 -5.782529 1.857399 0.8 1.0 -0.3
C -5.959141 -5.064803 2.943573 -0.2 1.0 1.2
N -5.494356 -4.391091 3.757681 -0.2 -0.7 -0.5
H -4.856020 -8.757331 2.079170 0.3 0.1 -0.1
H -4.330035 -7.218961 2.792299 -0.5 0.0 0.4
H -4.419214 -7.312707 1.097008 -0.1 -0.3 -0.3
H -7.066651 -7.601710 2.725152 0.4 -0.5 0.2
H -6.854623 -7.623705 0.980595 0.1 -0.4 0.0
H -7.660998 -5.505606 1.773005 0.1 0.1 0.1
H -6.054599 -5.369158 1.015624 -0.3 -0.1 -0.6
C 2.961942 -7.053025 1.903145 0.7 -1.2 -0.2
C 4.013198 -7.996700 2.602261 -1.8 0.8 0.1
C 3.306769 -9.011483 3.554315 0.2 0.2 -0.4
C 2.387785 -9.961382 2.861779 0.2 -0.2 -0.1
N 1.668215 -10.684336 2.316807 0.7 0.7 0.5
H 3.499899 -6.287950 1.343354 -0.2 0.1 0.1
H 2.196862 -6.628737 2.553307 0.4 0.2 0.3
H 2.407501 -7.659703 1.187147 0.0 0.1 -0.2
H 4.683609 -7.366707 3.186869 0.1 -0.2 0.1
H 4.590774 -8.507993 1.832122 0.0 -0.1 0.1
H 2.705886 -8.502358 4.307850 -0.1 0.3 -0.2
H 4.072597 -9.513492 4.145583 -0.1 -0.6 -0.2
C -1.504919 1.322401 -10.331204 0.3 0.6 0.1
C -0.516991 1.611191 -9.190760 0.6 0.0 -0.3
C 0.974558 1.185187 -9.493739 -1.4 -0.5 0.0
C 1.476501 1.838691 -10.703234 0.2 0.1 1.1
N 1.878195 2.356054 -11.640084 0.1 0.2 -0.6
H -1.273587 2.008253 -11.146186 0.2 -0.3 -0.3
H -2.532449 1.592437 -10.087556 0.0 -0.3 0.4
H -1.472346 0.293045 -10.688251 0.0 0.0 0.1
H -0.820939 1.202673 -8.227005 0.0 -0.4 -0.1
H -0.467899 2.686360 -9.018362 -0.1 0.1 -0.1
H 1.073400 0.121788 -9.711730 -0.4 -0.2 0.1
H 1.544950 1.321633 -8.574969 0.4 0.5 -0.4
C 2.615417 7.528586 0.559835 -0.9 -0.3 0.9
C 2.360570 6.449654 -0.499039 -0.1 1.4 -0.4
C 1.139433 6.837111 -1.441808 1.2 -0.1 -0.3
C 1.314722 8.112355 -2.193610 0.1 1.2 -0.2
N 1.405443 9.110216 -2.786580 -0.1 -1.7 1.0
H 3.338470 7.203793 1.308027 0.1 -0.1 -0.1
H 1.666569 7.597238 1.091892 -0.1 0.3 0.4
H 2.865896 8.555969 0.295559 0.1 -0.3 -0.7
H 2.166626 5.520221 0.036353 -0.3 0.0 -0.3
H 3.289332 6.307676 -1.051598 -0.3 -0.1 -0.5
H 0.181148 6.877455 -0.923957 0.2 0.0 0.2
H 1.032881 6.097200 -2.235078 -0.1 -0.3 0.1
C 6.647187 1.717693 -2.266037 0.0 -0.8 -0.5
C 5.279166 1.005845 -2.377462 -0.1 0.8 -0.1
C 5.336068 -0.424904 -2.883548 0.2 -0.9 -0.4
C 5.655457 -0.660497 -4.323688 -0.3 0.9 2.5
N 5.864511 -0.805602 -5.429757 0.4 -0.3 -1.6
H 7.332950 1.140461 -1.645852 -0.1 0.1 0.5
H 6.606888 2.750199 -1.919043 -0.2 -0.2 0.1
H 7.170967 1.716739 -3.221927 -0.2 0.2 -0.3
H 4.579224 1.566413 -2.997097 0.2 0.2 -0.2
H 4.767105 0.972697 -1.415797 0.2 -0.1 0.2
H 4.395745 -0.953770 -2.727952 -0.2 0.2 0.1
H 6.049386 -0.983180 -2.277237 0.2 -0.1 -0.1

***

2.
88
Properties=species:S:1:pos:R:3:forces:R:3 method="wB97M-V/def2-TZVPD" total_energy_ha=-3637.49814 multiplicity=1 homo_lumo_gap_ev="6.53 / 6.53" de_lowest_kcal_mol=0.0 total_charge=+1 homo_energy_ev="-10.1 / -10.1"
Pd 0.723870 -0.966971 -0.152442 0.0 -1.3 0.7
C 2.359671 1.986523 -1.019907 0.0 0.0 0.0
Sb 0.196132 2.077524 -0.997820 0.1 0.1 -0.1
C -0.176274 0.013680 -1.658396 0.0 0.5 -0.2
C -1.656543 -0.248908 -1.541870 0.2 0.2 -0.1
C -2.228471 -1.478917 -1.868438 -0.1 0.0 0.0
C -3.600453 -1.639299 -1.765816 0.0 0.0 0.0
C -4.373965 -0.570232 -1.342172 0.0 0.0 0.0
C -3.728757 0.615177 -1.028666 0.1 0.0 0.0
N -2.411125 0.775029 -1.120401 -0.1 0.0 0.0
Si 0.311597 -0.045225 -3.524954 -0.1 0.0 0.2
C 2.144078 0.149320 -3.862559 0.1 0.0 0.0
C -0.583831 1.401527 -4.304176 0.0 0.0 -0.1
C -0.357215 -1.551897 -4.427275 -0.1 -0.1 0.0
C -0.189831 2.049259 1.208544 -0.2 -0.2 -0.1
C -1.146926 0.940469 1.531434 0.1 0.0 0.0
C -2.305444 1.168981 2.287810 0.0 0.0 0.0
C -3.165733 0.145647 2.611024 0.0 0.0 0.0
C -2.869972 -1.144662 2.192232 0.0 0.0 0.0
C -1.711948 -1.324451 1.478114 0.0 -0.1 0.0
N -0.869611 -0.329558 1.154040 0.0 0.3 -0.3
Si -0.941997 3.825791 1.385986 0.0 -0.1 0.0
C 0.228891 5.093230 0.658494 0.0 0.1 0.0
C -1.275255 4.325977 3.166059 0.0 0.0 0.1
C -2.549257 3.958267 0.427861 0.0 0.0 -0.1
Si 1.252780 1.848012 2.450257 0.0 0.1 0.0
C 2.399673 0.401596 2.127404 0.0 -0.1 0.0
C 2.338245 3.363697 2.610999 0.1 0.0 0.1
C 0.512105 1.478957 4.130181 -0.1 0.0 0.1
H 2.683977 2.583597 -1.872550 0.1 0.0 0.0
H 2.778469 0.986916 -1.111068 0.0 0.0 0.0
H 2.748095 2.451094 -0.115675 0.0 0.0 0.0
H -1.606348 -2.295397 -2.204378 0.0 0.0 0.0
H -4.059627 -2.586278 -2.019851 0.0 0.0 0.0
H -5.448660 -0.646980 -1.254873 0.0 0.0 0.0
H -4.290072 1.477160 -0.683252 0.0 0.0 0.0
H 2.366915 1.198790 -4.067004 0.0 0.0 0.0
H 2.418065 -0.415948 -4.756856 0.0 0.0 0.0
H 2.808077 -0.160763 -3.061548 0.0 -0.1 0.1
H -0.140900 2.363814 -4.043735 0.0 0.0 0.0
H -1.636165 1.430315 -4.012383 0.0 0.0 0.0
H -0.539585 1.300773 -5.392420 0.0 0.0 0.0
H -0.178080 -2.523097 -3.966225 -0.1 0.1 -0.1
H 0.096699 -1.574512 -5.422061 0.0 0.0 0.0
H -1.435542 -1.451811 -4.564704 0.0 0.0 0.0
H -2.527082 2.166744 2.628660 0.0 -0.1 -0.1
H -4.059689 0.350448 3.186215 0.0 0.0 0.0
H -3.513367 -1.984959 2.408552 0.0 0.0 0.0
H -1.427829 -2.308518 1.129045 0.0 0.0 0.0
H 1.253978 5.039152 1.024817 -0.1 0.0 -0.1
H -0.160140 6.081530 0.921580 0.0 0.0 0.0
H 0.248249 5.046329 -0.430546 0.0 0.0 0.0
H -0.357537 4.495548 3.730268 0.0 0.0 0.0
H -1.870656 3.603203 3.724959 0.0 0.1 0.0
H -1.829300 5.268414 3.165771 0.0 0.0 -0.1
H -2.489013 3.437778 -0.530351 0.0 0.0 0.0
H -2.727263 5.016332 0.217689 0.0 0.0 0.0
H -3.422902 3.583332 0.962054 0.0 0.0 0.1
H 2.768360 0.308444 1.105553 0.0 0.0 0.0
H 1.895902 -0.517539 2.436410 0.0 -0.1 0.0
H 3.270329 0.518303 2.781237 0.0 0.0 0.0
H 2.931431 3.577910 1.720954 0.0 0.0 0.0
H 3.039562 3.147688 3.422499 0.0 0.0 0.0
H 1.803303 4.272290 2.881872 0.0 0.0 0.1
H -0.050494 0.542091 4.125382 0.0 0.0 0.0
H -0.153346 2.268345 4.480893 0.0 0.0 0.0
H 1.313578 1.373140 4.866008 0.0 0.0 0.0
C -0.029125 -5.318621 0.566776 -0.1 0.0 0.1
C 0.771221 -4.828748 1.768367 0.0 -0.1 -0.2
S 1.248066 -3.076435 1.801296 0.1 0.4 0.1
C 3.003723 -3.075551 1.396220 0.0 0.0 0.0
C 3.356379 -3.265244 -0.065120 0.0 -0.1 0.0
S 2.548534 -2.134416 -1.255314 -0.3 0.4 -0.1
C 1.803830 -3.316895 -2.404113 0.1 0.0 0.0
C 0.556083 -4.037362 -1.911628 0.0 0.1 0.0
S 0.889420 -5.557781 -0.972009 0.0 0.0 0.0
H -0.896907 -4.685329 0.375081 0.0 0.0 0.0
H -0.420966 -6.307633 0.812529 0.0 0.0 0.0
H 1.681567 -5.418599 1.881909 0.0 0.0 0.0
H 0.177947 -4.973740 2.672454 0.0 0.0 0.0
H 3.511367 -3.840158 1.986753 0.0 0.0 0.0
H 3.362543 -2.112943 1.757865 0.0 0.0 0.0
H 3.097363 -4.269668 -0.389598 0.0 0.0 0.0
H 4.428729 -3.121191 -0.201425 0.0 0.0 0.0
H 2.592096 -4.012200 -2.697728 0.0 0.0 0.0
H 1.573107 -2.716755 -3.284319 0.1 0.0 0.1
H -0.053712 -4.306239 -2.775806 0.0 -0.1 0.0
H -0.027094 -3.366713 -1.278673 0.0 0.0 0.0